No. 1
92
Properties=species:S:1:pos:R:3 method="wB97M-V/def2-TZVPD" total_charge=+2 gap_ha="0.227 / 0.200" total_energy_ev=-159604.952 spin_multiplicity=3
Br -0.22 -2.50 0.17
V 0.75 -0.39 -0.22
P 1.67 0.04 1.91
P 2.93 -1.51 -0.68
O -0.69 0.38 -0.77
C -2.67 0.96 -2.82
C -3.00 0.58 -1.37
C 4.11 -0.17 -0.90
C -6.34 -1.95 0.26
C 2.70 1.29 2.68
C 2.03 -1.53 2.73
C 3.75 1.92 2.03
C 5.43 -0.22 -0.47
C -1.34 0.06 2.15
C -1.96 2.27 3.15
C 3.19 2.51 4.70
C 4.24 3.15 4.04
C 2.37 -3.79 -2.15
C 3.31 -4.27 -4.31
C 2.49 -4.63 -3.24
C 6.27 0.86 -0.70
C -1.82 2.24 -2.85
C -3.67 -0.23 1.24
C 4.52 2.85 2.72
C 3.91 -2.24 -3.18
C -6.44 -0.26 2.10
C -4.68 -0.11 0.29
C -4.32 0.33 -0.98
C -0.01 0.69 1.84
C -3.95 1.26 -3.60
C -2.11 0.93 3.12
C 5.81 1.99 -1.37
C -2.35 0.05 0.94
C -2.04 0.40 -0.37
C -7.10 0.39 -0.21
C 3.09 -2.59 -2.11
C 2.42 1.58 4.02
C 4.01 -3.08 -4.28
C 3.41 -2.56 0.75
C -0.99 2.86 2.31
C -1.97 -0.20 -3.54
C -0.01 2.10 1.70
C 4.49 2.04 -1.82
C -6.13 -0.47 0.61
C 3.65 0.96 -1.58
C 3.40 -1.98 2.17
H -6.11 -2.14 -0.79
H 2.97 2.74 5.73
H 4.13 2.90 -2.36
H -7.49 -0.46 2.28
H -4.59 0.38 -3.71
H -6.89 1.45 -0.11
H 3.77 -2.76 2.84
H -2.88 0.45 3.71
H -0.92 3.94 2.23
H 1.93 -5.56 -3.27
H -0.84 2.10 -2.40
H 5.33 3.35 2.21
H -2.32 3.06 -2.34
H -3.94 -0.56 2.24
H 2.63 1.00 -1.98
H -1.66 2.54 -3.89
H -8.12 0.21 0.14
H -1.23 -0.96 2.53
H 3.39 -4.93 -5.16
H 2.08 -1.38 3.81
H 1.25 -2.26 2.50
H -6.24 0.77 2.41
H -7.38 -2.23 0.43
H 0.84 2.62 1.27
H -5.09 0.47 -1.71
H 6.47 2.82 -1.56
H 4.41 -2.94 0.52
H 4.84 3.87 4.57
H -7.09 0.13 -1.27
H -5.71 -2.59 0.87
H 5.82 -1.09 0.04
H 4.65 -2.81 -5.11
H 4.47 -1.31 -3.17
H 2.74 -3.42 0.69
H -1.01 -0.45 -3.09
H 4.12 -1.16 2.26
H -2.59 -1.09 -3.53
H 1.60 1.10 4.54
H 3.97 1.70 1.00
H 1.72 -4.07 -1.33
H -1.79 0.08 -4.58
H -3.69 1.60 -4.60
H 7.30 0.83 -0.36
H -2.59 2.89 3.77
H -5.87 -0.93 2.74
H -4.55 2.05 -3.14


No. 2
41
Properties=species:S:1:pos:R:3 method="wB97M-V/def2-TZVPD" total_charge=+1 gap_ha=0.277 total_energy_ev=-201073.651 spin_multiplicity=1 e_above_lowest_ev=3.3275
Cs 2.30 -2.46 4.68
K 1.87 -3.20 0.38
K 0.15 2.40 -3.32
K 2.35 3.46 0.89
S 0.57 4.45 4.64
S 0.41 0.14 0.12
S 3.42 -2.30 -3.39
S 1.26 -1.58 -3.71
S -3.91 -0.45 -1.00
S -3.29 -0.46 -3.10
S -0.65 -1.00 1.88
S 1.23 2.03 4.46
Na -1.31 -2.69 -1.17
F 0.23 -1.71 -4.91
F -3.78 -1.27 0.39
F 1.73 -0.32 -0.66
F -0.13 1.74 3.54
F 4.39 -3.60 -3.75
F -1.39 -2.38 2.06
F -3.06 -1.56 -4.27
F -0.77 5.05 5.30
O 0.27 -1.16 2.99
O 4.25 -1.14 -3.76
O -2.12 0.41 -3.28
O -0.35 0.69 -1.00
O 0.96 1.10 1.08
O 2.24 2.50 3.54
O -3.20 0.77 -0.67
O 1.54 5.42 5.19
O 0.37 4.50 3.21
O 1.36 0.62 4.82
O 0.48 -2.09 -2.63
O -1.78 -0.12 1.98
O -4.58 0.02 -3.58
O 1.56 -0.15 -3.75
O 3.18 -2.57 -1.97
O -5.39 -0.36 -1.06
N 2.30 -2.74 -4.34
N 0.56 2.91 5.49
N -3.25 -1.48 -1.85
N -0.03 -1.41 0.54


No. 3
64
Properties=species:S:1:pos:R:3 method="wB97M-V/def2-TZVPD" total_charge=-2 gap_ha="0.244 / 0.206" total_energy_ev=-154748.039 spin_multiplicity=2 e_above_lowest_ev=0.0000
As 4.27 -2.02 -4.35
Ca 1.52 -0.80 -2.41
S 0.40 -3.11 -0.83
S -0.62 -2.35 -3.97
F 3.07 -2.61 -3.19
F 0.76 0.50 -3.79
F 3.28 -2.46 -5.67
F 5.58 -1.51 -5.35
F 3.57 -0.43 -4.26
F 4.99 -3.61 -4.36
F 5.25 -1.53 -2.99
N -2.94 -3.50 0.49
N -0.45 0.23 -0.69
N 0.56 -0.43 1.33
N -4.15 -2.68 -3.28
N -1.76 -0.34 1.18
C -1.19 1.99 -2.01
C -2.90 -1.17 4.61
C 3.71 0.58 -0.28
C -1.67 0.86 4.61
C -3.40 2.05 -3.00
C 1.97 0.67 3.57
C 4.42 0.97 0.82
C 2.56 0.59 2.22
C -1.49 0.76 -1.41
C -1.65 -2.73 -2.72
C -2.60 -1.32 3.26
C 0.11 2.67 -1.65
C -1.21 -3.08 -1.43
C -2.29 -0.12 5.29
C -2.24 -3.37 -0.40
C 2.43 -0.04 -0.18
C 3.90 1.01 2.08
C -2.07 2.51 -2.88
C -0.52 -0.20 0.51
C -3.04 -2.66 -2.95
C -1.57 0.88 3.23
C -1.98 -0.28 2.58
C -0.94 2.03 2.53
C -2.77 0.26 -1.56
C -3.74 0.96 -2.26
C 1.88 0.05 1.09
H -4.77 0.66 -2.27
H -1.50 2.39 1.73
H -4.05 2.53 -3.71
H 1.15 -0.01 3.77
H 0.09 1.79 2.11
H -2.87 -2.24 2.84
H -3.42 -1.93 5.17
H -1.78 3.39 -3.43
H 5.41 1.37 0.63
H 0.98 2.11 -1.98
H -1.28 1.65 5.27
H -3.04 -0.65 -1.00
H 4.44 1.40 2.94
H 0.25 2.89 -0.61
H 1.56 1.64 3.87
H 2.81 0.44 4.21
H -0.88 2.90 3.17
H -2.45 -0.80 0.63
H 0.32 -0.83 2.23
H 4.23 0.55 -1.23
H 0.09 3.59 -2.23
H -2.35 -0.06 6.38


No. 4
77
Properties=species:S:1:pos:R:3 method="wB97M-V/def2-TZVPD" gap_ha="0.249 / 0.237" total_energy_ev=-178646.324 spin_multiplicity=5 e_above_lowest_ev=0.0000
Te -3.36 -0.19 -0.87
Br 6.26 5.10 0.24
Fe 0.91 1.29 -1.42
P -0.60 1.20 0.56
P -0.11 -0.90 -1.07
N 2.55 2.58 -0.95
N 2.17 -1.20 -6.63
N 1.04 1.67 -3.43
N -5.37 -3.64 2.03
N 5.15 1.61 -4.65
C -0.64 -2.29 -2.09
C 3.36 -2.07 0.78
C -1.98 3.10 2.14
C 2.77 0.73 -5.05
C 0.10 0.77 2.19
C 1.55 -2.85 2.15
C -3.10 4.34 -0.07
C -0.67 0.07 3.12
C 1.95 0.73 3.73
C 3.54 4.30 0.38
C -2.80 4.20 2.31
C 4.86 3.11 -1.23
C -0.49 -3.52 -4.16
C -4.70 -2.61 2.54
C 2.44 -0.32 -5.93
C -4.13 -1.61 1.76
C -0.14 -0.28 4.35
C 2.45 -1.55 -0.12
C 4.09 1.22 -4.88
C 1.41 1.10 2.51
C 0.64 -2.34 1.25
C 2.46 3.53 0.00
C -1.44 -0.22 -0.10
C -1.85 -4.36 -2.36
C -2.27 3.24 -0.24
C 1.17 0.05 4.66
C 1.81 1.24 -4.20
C 2.91 -2.72 1.92
C -4.93 -2.75 -0.16
C -3.37 4.82 1.20
C 4.76 4.08 -0.25
C -1.50 -3.27 -1.58
C 3.73 2.39 -1.54
C -0.14 -2.42 -3.38
C -5.48 -3.69 0.70
C -1.71 2.60 0.87
C 1.08 -1.68 0.10
C -1.34 -4.48 -3.65
C -4.24 -1.67 0.38
H 1.59 -0.23 5.61
H 4.42 -1.97 0.59
H -1.62 -5.34 -4.25
H 1.49 3.66 0.46
H -3.63 -0.77 2.24
H 1.20 -3.35 3.05
H -0.09 -3.62 -5.16
H -3.01 4.57 3.30
H 5.78 2.92 -1.76
H -0.74 -0.82 5.07
H -1.68 -0.23 2.85
H -4.02 5.68 1.33
H -2.06 2.87 -1.24
H 2.03 1.61 1.78
H -5.04 -2.87 -1.23
H -1.54 2.62 3.01
H 3.43 5.06 1.14
H -2.52 -5.11 -1.96
H -1.89 -3.16 -0.58
H -6.02 -4.54 0.30
H 2.98 0.97 3.96
H 0.53 -1.67 -3.79
H 3.62 -3.11 2.64
H -0.43 -2.41 1.43
H 3.78 1.63 -2.32
H -4.63 -2.57 3.62
H -3.53 4.82 -0.94
H 2.80 -1.07 -1.03


No. 5
96
Properties=species:S:1:pos:R:3 method="wB97M-V/def2-TZVPD" total_charge=+1 gap_ha=0.234 total_energy_ev=-81001.298 spin_multiplicity=1 e_above_lowest_ev=0.0000
Pt 0.20 -0.35 0.16
S -1.34 -1.99 0.00
S 1.62 -1.73 -0.97
Si -0.70 0.47 3.35
O -0.62 0.56 1.72
N 0.64 2.09 -1.17
N 1.79 -4.33 -0.59
N 1.27 1.45 -0.04
N -0.87 -4.56 0.21
C 0.92 -3.37 3.75
C -2.94 2.07 3.01
C 0.35 2.09 5.52
C 1.94 4.20 -0.77
C 0.45 1.73 4.17
C -2.54 0.75 3.70
C -3.17 -4.58 -0.70
C 4.31 -6.67 -3.70
C -2.89 -5.27 -1.88
C 3.92 -5.97 -4.82
C 1.25 2.96 6.11
C 1.52 2.27 3.46
C 3.23 -4.33 -0.92
C 2.43 3.15 4.03
C -4.29 -3.77 -0.64
C -0.40 3.91 0.10
C -0.15 -1.46 5.44
C -3.28 -0.43 3.06
C -2.29 -4.74 0.52
C -2.92 0.84 5.19
C 2.29 3.51 5.37
C 3.31 -4.73 -4.69
C -5.13 -3.64 -1.74
C 1.05 -3.24 -0.52
C 0.05 -5.69 0.42
C -3.71 -5.13 -2.98
C 0.01 4.05 -2.37
C 0.34 -2.65 5.96
C -0.14 -1.20 4.06
C 4.10 -6.13 -2.43
C 0.88 -3.62 5.12
C 0.41 -2.19 3.24
C -4.83 -4.32 -2.92
C 0.57 3.57 -1.04
C -0.39 -3.37 -0.09
C 1.14 -5.65 -0.61
C 3.09 -4.19 -3.43
C 3.49 -4.89 -2.29
H 4.08 -6.39 -5.81
H -5.48 -4.21 -3.78
H -0.59 4.98 0.11
H -1.35 3.39 -0.05
H 1.89 -6.41 -0.41
H -2.37 2.91 3.41
H -4.00 2.28 3.16
H 1.15 1.82 -2.00
H 1.67 1.97 2.43
H -4.37 -0.30 3.16
H -3.02 -1.37 3.54
H -3.05 -0.50 2.00
H 0.47 -5.62 1.42
H -4.00 0.99 5.29
H 2.28 1.54 -0.07
H -0.02 3.64 1.08
H 1.39 -4.10 3.09
H -0.44 1.68 6.14
H 2.62 -3.22 -3.33
H -2.58 -4.02 1.29
H 1.87 5.29 -0.78
H 2.34 3.91 0.20
H -0.92 3.53 -2.60
H 1.15 3.22 7.16
H 0.31 -2.82 7.03
H 1.27 -4.54 5.53
H 2.99 4.20 5.82
H 3.60 -3.31 -0.82
H -0.50 -6.62 0.34
H -4.52 -3.22 0.27
H 4.80 -7.63 -3.79
H 0.45 -2.00 2.17
H 3.72 -4.95 -0.16
H 2.65 3.91 -1.55
H 3.25 3.54 3.45
H -2.40 -5.74 0.94
H -3.48 -5.67 -3.90
H -2.45 1.69 5.68
H -0.53 -0.72 6.13
H 0.72 3.88 -3.18
H -2.67 -0.07 5.73
H 3.00 -4.18 -5.57
H 4.41 -6.68 -1.55
H 0.74 -5.82 -1.62
H -0.20 5.12 -2.32
H -2.75 2.02 1.93
H -6.00 -3.00 -1.69
H -2.02 -5.91 -1.93
H 0.92 1.93 0.79


No. 6
9
Properties=species:S:1:pos:R:3 method="wB97M-V/def2-TZVPD" gap_ha="0.345 / 0.295" total_energy_ev=-22273.889 spin_multiplicity=3 e_above_lowest_ev=1.3672
S -0.32 -1.62 1.89
P -0.12 -0.05 -2.55
C 0.12 0.10 1.58
C -0.90 -0.54 0.69
H -0.42 -0.58 -0.34
H -0.15 0.68 2.49
H 1.03 0.56 -1.87
H 1.15 0.27 1.37
H -0.39 1.18 -3.26


No. 7
18
Properties=species:S:1:pos:R:3 method="wB97M-V/def2-TZVPD" gap_ha=0.341 total_energy_ev=-105229.542 spin_multiplicity=1 smiles="N#C[C@@H](CC(=O)Br)[C@H](C#N)P(O)Cl"
Br -2.80 -1.43 1.93
Cl 2.94 -0.61 2.40
P 2.28 -0.50 0.40
O 3.34 0.48 -0.58
O -3.07 1.23 1.10
N -0.15 -3.03 0.35
N 1.08 3.11 -0.51
C 0.86 1.95 -0.26
C 0.61 0.47 0.29
C -0.14 -1.97 -0.24
C -2.58 0.15 0.69
C -1.86 0.06 -0.74
C -0.33 -0.42 -0.71
H 4.03 -0.10 -0.98
H -2.43 -0.66 -1.46
H 0.08 0.49 1.31
H 0.11 -0.32 -1.78
H -1.98 1.10 -1.23


No. 8
77
Properties=species:S:1:pos:R:3 method="wB97M-V/def2-TZVPD" total_charge=-1 gap_ha="0.137 / 0.137" total_energy_ev=-68094.633 spin_multiplicity=1 e_above_lowest_ev=0.0000
Y -1.12 0.08 1.46
Cl 0.90 -0.95 2.39
Cl -1.97 -0.98 -0.65
P 1.96 -0.59 -2.43
N -2.76 0.14 2.99
N -3.39 0.72 4.07
C 5.95 0.75 -2.24
C 1.81 -5.13 -1.65
C 0.46 1.79 -6.24
C -0.60 4.54 0.12
C -4.42 -0.04 4.50
C 3.50 0.36 -2.03
C -3.45 -1.03 2.75
C 1.34 0.55 -6.44
C -1.00 3.15 0.15
C -1.39 5.51 -0.48
C 1.13 -3.13 -3.09
C 2.41 -2.37 -2.68
C -0.38 1.75 -4.96
C 3.12 -4.42 -1.29
C 4.73 0.07 -2.89
C 0.44 1.36 -3.73
C -0.30 2.19 0.90
C 1.21 0.05 -4.00
C 3.24 1.87 -1.92
C 5.75 2.24 -1.96
C 4.43 2.55 -1.25
C 2.16 0.16 -5.20
C -2.97 3.80 -1.20
C -4.48 -1.17 3.68
C 3.01 -2.89 -1.35
C 1.26 -4.66 -3.00
C -2.20 2.81 -0.61
C -2.59 5.15 -1.12
H 2.67 -0.79 -5.37
H 3.10 2.30 -2.93
H 4.49 2.20 -0.21
H -1.20 1.03 -5.08
H -3.90 3.53 -1.72
H 2.94 0.92 -5.01
H 0.32 -2.81 -2.41
H 1.15 2.17 -3.49
H 2.36 -2.55 -0.53
H 0.70 -0.30 -6.71
H 3.71 -0.01 -1.01
H 3.16 -2.39 -3.49
H 0.65 2.56 1.32
H 4.90 -1.02 -2.97
H -1.09 6.56 -0.43
H -5.04 0.25 5.33
H 1.92 -5.01 -3.80
H 0.33 4.80 0.63
H -5.18 -1.98 3.73
H 0.83 -2.85 -4.11
H 1.06 -4.91 -0.87
H 3.91 -4.76 -1.97
H 1.96 -6.21 -1.66
H 2.03 0.71 -7.28
H 3.43 -4.71 -0.27
H -3.22 5.92 -1.57
H -0.21 1.24 -2.85
H 2.31 2.06 -1.36
H 0.27 -5.10 -3.17
H -0.84 2.73 -4.78
H 6.59 2.62 -1.36
H 4.00 -2.45 -1.18
H 0.46 -0.72 -4.25
H 4.26 3.63 -1.21
H -0.20 1.91 -7.11
H 5.77 2.79 -2.91
H 4.58 0.43 -3.91
H -2.49 1.75 -0.69
H -3.06 1.60 4.46
H 6.14 0.24 -1.28
H 1.10 2.68 -6.21
H -3.17 -1.68 1.92
H 6.83 0.59 -2.87